The following is a quantum chemistry calculation of C17H41As3ClMnN4O6 as an isolated structure at a distorted geometry, from OMol25.

```
73
C17H41As3ClMnN4O6 (the ωB97M-V functional and the def2-TZVPD basis)
Mn -0.2966 -0.5922 0.3804
N -2.1682 0.3538 0.6186
C -3.1234 -0.7218 0.2981
C -4.5781 -0.3039 0.2460
C -5.1326 0.2276 1.5722
C -5.0192 -0.7529 2.7531
N -3.7405 -0.7244 3.4741
C -3.4541 0.0334 4.5200
N -4.3344 0.9236 4.9982
N -2.2645 -0.0813 5.1104
C -2.6005 -1.3723 -0.9958
O -3.3635 -1.7995 -1.8283
O -1.3011 -1.4839 -0.9977
H -2.3709 0.7688 1.5223
H -2.2593 1.0902 -0.0771
H -2.9884 -1.4964 1.0537
H -5.1554 -1.1759 -0.0688
H -4.7184 0.4390 -0.5429
H -6.1890 0.4578 1.4206
H -4.6589 1.1739 1.8560
H -5.1541 -1.7780 2.4091
H -5.8190 -0.5870 3.4759
H -2.9752 -1.3092 3.1476
H -5.2573 0.9972 4.6122
H -4.1669 1.3778 5.8790
H -1.5452 -0.7119 4.7700
H -2.0062 0.5376 5.8588
C 2.9932 -2.5584 0.8338
As 1.6408 -1.9140 -0.4033
C 1.1121 -3.5576 -1.2789
C 2.6895 -1.1175 -1.8541
C 3.2075 0.3252 -1.7005
C 3.9426 0.4655 -0.3635
C 2.0855 1.3731 -1.8035
As 0.8093 1.5335 -0.3321
C -0.3544 2.8745 -1.1390
C 1.7135 2.6346 0.9918
C 4.2465 0.5981 -2.8120
As 3.9101 0.8034 -4.7661
C 2.2788 -0.2202 -5.1584
C 3.0947 2.5928 -4.8244
H 3.8759 -2.8862 0.2864
H 2.5711 -3.3973 1.3830
H 3.2659 -1.7837 1.5463
H 1.9802 -4.0762 -1.6834
H 0.4058 -3.3183 -2.0711
H 0.6114 -4.1937 -0.5509
H 2.0660 -1.2072 -2.7415
H 3.5399 -1.7910 -1.9930
H 3.2849 0.2662 0.4872
H 4.3482 1.4723 -0.2451
H 4.7743 -0.2394 -0.3068
H 1.4714 1.1734 -2.6834
H 2.5205 2.3672 -1.9358
H 0.2347 3.7218 -1.4891
H -1.0779 3.2379 -0.4088
H -0.8841 2.4410 -1.9876
H 2.4013 3.3235 0.5039
H 2.2528 2.0126 1.7012
H 0.9579 3.2052 1.5309
H 5.0101 -0.1823 -2.7517
H 4.7692 1.5319 -2.5754
H 2.4565 -1.2874 -5.0337
H 2.0556 -0.0420 -6.2105
H 1.4115 0.0810 -4.5717
H 3.7336 3.3015 -4.2968
H 2.0903 2.6266 -4.4066
H 3.0472 2.9006 -5.8682
O 0.7330 -0.2893 2.3797
Cl 0.0421 -1.3410 3.1313
O -0.0232 -0.9994 4.5173
O -1.3228 -1.3621 2.5816
O 0.6677 -2.5898 2.9066
```

Calculated values
- E (hartree) = -9660.89842
- molecular weight (g/mol) = 712.69
- total charge = +1
- spin multiplicity = 2
- ΔE to the lowest compared entry with this formula, charge and spin (kcal/mol) = 2.6
- LUMO (spin up / spin down) (eV) = -2.39 / -2.39
- gap between HOMO and LUMO (spin up / spin down) (eV) = 8.1 / 8.1

---

The following is a quantum chemistry calculation of C17H41BrCaN3O3 as an isolated structure at a distorted geometry, from OMol25.

```
66
C17H41BrCaN3O3 (the ωB97M-V functional and the def2-TZVPD basis)
Ca 2.0957 -3.6434 -1.0239
Br 0.2119 -2.7215 1.0586
C -5.3735 -0.1336 -0.5917
C -3.9022 0.0199 -1.2157
C -3.7171 1.3138 -2.0738
C -3.7116 2.5740 -1.2291
C -2.6152 2.5759 -0.1637
C -2.6552 1.2880 0.6813
N -2.8124 0.0583 -0.1835
O -2.7097 -1.1724 0.5317
C -1.2596 1.2640 1.4080
C -3.7341 1.4990 1.7549
C -3.5918 -1.1258 -2.1629
H -5.4077 -0.8269 0.2487
H -6.1157 -0.4564 -1.3217
H -5.8702 0.7002 -0.0955
H -2.8618 1.3696 -2.7472
H -4.5174 1.3589 -2.8125
H -4.6699 2.7836 -0.7541
H -3.7465 3.4692 -1.8500
H -2.5090 3.4812 0.4340
H -1.7084 2.6592 -0.7627
H -1.2628 0.4204 2.0982
H -0.4830 1.1785 0.6480
H -1.1351 2.1801 1.9854
H -3.4485 2.1460 2.5843
H -4.6240 1.9006 1.2702
H -4.0327 0.5624 2.2258
H -4.2105 -1.1049 -3.0600
H -3.8538 -2.0987 -1.7471
H -2.5401 -1.1678 -2.4463
H -1.7959 -1.4232 0.3773
C 2.0162 -0.7501 4.1391
C 2.1631 0.4557 3.3622
C 3.3850 1.3303 3.6937
O 3.3321 1.8608 4.9800
C 4.4269 2.8019 5.2766
N 2.3562 0.0435 1.9453
H 1.2161 -1.4039 3.7920
H 1.8020 -0.5714 5.1928
H 2.9234 -1.3543 4.1321
H 1.2994 1.0982 3.5336
H 3.4051 2.1874 3.0206
H 4.3219 0.8044 3.5100
H 4.3826 3.0405 6.3393
H 4.2874 3.6453 4.6003
H 5.4207 2.3583 5.2158
H 2.4799 0.8572 1.3600
H 1.4759 -0.2870 1.5766
C 4.6444 -2.1988 -4.4507
C 3.7272 -2.3293 -3.2400
C 2.4207 -1.5485 -3.4245
O 1.6433 -1.7798 -2.2987
C 0.3545 -1.1516 -2.3898
N 3.6015 -3.7157 -2.8101
H 5.1779 -1.2561 -4.3288
H 4.1125 -2.3484 -5.3903
H 5.3715 -3.0107 -4.4361
H 4.3516 -1.8993 -2.4568
H 2.0985 -1.9856 -4.3695
H 2.6869 -0.4926 -3.4739
H 0.2766 -0.0845 -2.1815
H -0.2432 -1.7080 -1.6678
H -0.0683 -1.2607 -3.3885
H 4.4987 -4.1774 -2.7646
H 3.2194 -4.0979 -3.6633
```

Calculated values
- E (hartree) = -4313.33754
- molecular weight (g/mol) = 455.51
- total charge = +2
- spin multiplicity = 2
- LUMO (spin up / spin down) (eV) = -6.55 / -8.74
- gap between HOMO and LUMO (spin up / spin down) (eV) = 6.5 / 4.3

---

The following is a quantum chemistry calculation of a 5-piece molecular cluster, C17H41IO15PS4 overall at a distorted geometry, from OMol25.

```
79
C17H41IO15PS4 (the ωB97M-V functional and the def2-TZVPD basis)
O 1.6642 2.5153 0.6150
C 0.6521 2.7368 0.0903
O 0.0790 3.9784 0.1671
C -0.1232 1.6828 -0.7108
C -0.7179 0.6075 0.2042
C -1.9608 1.0630 0.9812
C -3.2375 1.1917 0.0970
P -3.3463 2.8252 -0.6269
O -3.3746 4.0547 0.5741
I -5.6426 2.8723 -1.6272
H -0.4771 4.0390 -0.6298
H -0.8758 2.1979 -1.3280
H 0.6102 1.2607 -1.4159
H 0.0464 0.3450 0.9606
H -0.8888 -0.3282 -0.3651
H -1.7536 1.9630 1.6019
H -2.1682 0.2689 1.7154
H -4.1235 1.0950 0.7597
H -2.6562 3.9245 1.2103
O -0.2816 -2.0904 -1.8299
S -0.2938 -2.8303 -3.0489
O -0.1671 -4.2602 -3.0544
O 0.7962 -2.2077 -4.0414
C 2.1523 -2.1195 -3.5765
C 2.8259 -3.4769 -3.5460
C -1.7269 -2.3902 -3.9721
H 2.1849 -1.6386 -2.5965
H 2.6767 -1.4676 -4.2738
H 2.3607 -4.1298 -2.8107
H 3.8805 -3.3783 -3.2860
H 2.7415 -3.9682 -4.5170
H -1.8127 -1.3066 -3.9990
H -2.5853 -2.8233 -3.4625
H -1.6401 -2.8034 -4.9745
O -2.6293 7.4889 -2.9577
S -1.4025 7.7776 -3.6276
O -0.6515 6.7518 -4.2818
O -0.4423 8.5720 -2.6287
C -0.1255 7.9700 -1.3577
C 0.8502 6.8175 -1.4924
C -1.6646 9.0920 -4.7740
H -1.0410 7.6547 -0.8529
H 0.3239 8.7566 -0.7528
H 0.4072 5.9869 -2.0401
H 1.1482 6.4489 -0.5108
H 1.7393 7.1308 -2.0423
H -2.2063 9.8935 -4.2783
H -2.2530 8.6907 -5.5967
H -0.7006 9.4377 -5.1395
O -4.7285 -0.6619 5.3491
S -3.5843 0.1505 5.6281
O -2.6674 0.5217 4.6015
O -2.7705 -0.5084 6.8409
C -2.3374 -1.8702 6.6975
C -1.1706 -2.0041 5.7363
C -4.1037 1.6107 6.4671
H -3.1759 -2.4995 6.3909
H -2.0303 -2.1994 7.6898
H -1.4622 -1.7418 4.7201
H -0.8016 -3.0308 5.7257
H -0.3587 -1.3351 6.0237
H -4.7779 1.3372 7.2749
H -4.6189 2.2344 5.7390
H -3.2262 2.1286 6.8465
O 4.6198 -5.3230 -0.8293
S 3.8069 -6.4088 -0.3721
O 3.0710 -6.3282 0.8500
O 4.6969 -7.7409 -0.3552
C 5.9136 -7.7306 0.4068
C 5.6571 -7.7912 1.9012
C 2.6989 -6.8857 -1.6567
H 6.5127 -6.8560 0.1439
H 6.4743 -8.6125 0.0990
H 5.1520 -6.8925 2.2527
H 6.5981 -7.8833 2.4457
H 5.0176 -8.6401 2.1459
H 3.2534 -6.9849 -2.5866
H 1.9475 -6.1020 -1.7468
H 2.2249 -7.8244 -1.3804
```

Calculated values
- E (hartree) = -4032.72184
- molecular weight (g/mol) = 771.65
- total charge = -1
- LUMO (eV) = 1.99
- gap between HOMO and LUMO (eV) = 4.9

---

The following is a quantum chemistry calculation of C17H41N3O13PS2 as an isolated structure, from OMol25.

```
77
C17H41N3O13PS2 (the ωB97M-V functional and the def2-TZVPD basis)
O 4.4005 -3.4735 1.7057
C 3.8945 -2.8378 0.8290
O 4.4604 -2.6434 -0.3916
C 4.2589 -3.7445 -1.3100
C 2.8097 -3.8327 -1.7884
C 2.0590 -4.9872 -1.1044
C 0.5178 -5.0306 -1.1862
S -0.2630 -3.4505 -1.4304
O 0.2591 -2.6023 -0.3746
O -0.0129 -3.0261 -2.7918
N -1.7819 -3.8753 -1.1777
S -2.9719 -2.9296 -1.5909
O -3.8826 -3.5458 -2.5334
O -2.6175 -1.5457 -1.8361
P -4.0913 -2.8557 0.2541
O -3.5960 -1.8790 1.2278
O -5.5832 -2.7031 -0.2964
O -4.1888 -4.3513 0.8144
H 2.9258 -2.3206 0.9406
H 4.9658 -3.5653 -2.1166
H 4.5553 -4.6633 -0.7887
H 2.7782 -3.9540 -2.8723
H 2.3412 -2.8787 -1.5612
H 2.4343 -5.9227 -1.5331
H 2.3389 -5.0105 -0.0468
H 0.1096 -5.3779 -0.2362
H 0.1555 -5.7053 -1.9606
H -5.5913 -2.2871 -1.1684
H -3.5481 -4.4365 1.5331
C 3.2069 5.1491 -1.8715
O 2.5744 4.4523 -0.8251
C 1.1739 4.2597 -1.0088
C 0.8399 2.8026 -1.2158
N 1.3255 2.2928 -2.4888
C 1.0144 0.8679 -2.6269
C 1.6498 -0.0988 -1.6478
O 3.0162 -0.3948 -1.9033
C 3.9698 0.4885 -1.3755
H 4.2447 5.2999 -1.5768
H 3.1846 4.5933 -2.8157
H 2.7431 6.1282 -2.0402
H 0.8263 4.8512 -1.8630
H 0.6678 4.6227 -0.1089
H -0.2465 2.6795 -1.2058
H 1.2238 2.2432 -0.3526
H 2.3233 2.4519 -2.5675
H 1.2478 0.5361 -3.6409
H -0.0697 0.7725 -2.5065
H 1.1222 -1.0435 -1.7267
H 1.5214 0.2216 -0.6069
H 3.6137 0.9783 -0.4620
H 4.2461 1.2658 -2.1005
H 4.8617 -0.0931 -1.1389
C -2.7357 0.8935 -0.0263
O -1.8999 1.9085 0.5144
C -2.5161 3.1659 0.7117
C -2.5550 3.5006 2.1865
N -3.4600 2.6111 2.8966
C -3.4006 2.7169 4.3471
C -2.1003 2.3093 5.0326
O -1.8160 0.9293 4.9442
C -1.1011 0.5145 3.7912
H -2.1135 0.0211 -0.2158
H -3.5392 0.6122 0.6626
H -3.1839 1.2169 -0.9712
H -3.5259 3.1707 0.2883
H -1.9231 3.9266 0.1908
H -2.9011 4.5320 2.3158
H -1.5197 3.4526 2.5550
H -3.2636 1.6553 2.6244
H -4.2004 2.0995 4.7638
H -3.6210 3.7550 4.6227
H -2.2038 2.5301 6.0991
H -1.2473 2.8924 4.6619
H -0.4186 1.2964 3.4447
H -1.7604 0.2387 2.9648
H -0.5201 -0.3647 4.0661
```

Calculated values
- E (hartree) = -2952.51435
- molecular weight (g/mol) = 590.63
- total charge = -1
- LUMO (eV) = 2.61
- gap between HOMO and LUMO (eV) = 8.7